Record 1
{
  "formula": "C3H5ClN2",
  "method": "wB97M-V/def2-TZVPD",
  "lumo_ev": [-0.707, -1.241],
  "energy_ev": -18690.5566,
  "spin_multiplicity": 1,
  "charge": 0,
  "homo_lumo_gap_ha": [0.3970, 0.2563],
  "e_above_lowest_kcal_mol": 82.0,
  "species": ["C", "C", "C", "N", "N", "Cl", "H", "H", "H", "H", "H"],
  "coordinates": [[-0.75109, 1.46383, 0.70251], [0.23890, -0.83466, 1.00463], [-0.85627, 0.09752, 0.54762], [-0.88171, 2.61328, 0.86621], [0.81460, 0.04575, -1.84563], [-2.23371, -0.64962, 0.10873], [0.01005, -1.91123, 0.66240], [1.11575, -0.51110, 0.52974], [0.32489, -0.75947, 2.07193], [0.92925, -0.48526, -2.66616], [1.28934, 0.93096, -1.98197]],
  "forces_ev_per_angstrom": [[-1.119, 1.445, 0.107], [-1.659, -1.185, -0.777], [2.408, -0.784, 1.037], [0.564, -0.831, -0.200], [-0.354, 0.495, 1.699], [-2.371, -0.463, -0.847], [0.370, 1.762, 0.696], [1.516, 0.259, -0.438], [0.199, -0.238, 0.638], [0.267, -0.757, -1.633], [0.179, 0.297, -0.281]]
}

=====

Record 2
{
  "formula": "C13H16ClN3O",
  "method": "wB97M-V/def2-TZVPD",
  "lumo_ev": 0.818,
  "energy_ev": -32780.7448,
  "spin_multiplicity": 1,
  "charge": 0,
  "homo_lumo_gap_ha": 0.3151,
  "smiles": "O[C@]1(c2ccccc2Cl)NN=C2CCCCCN21",
  "e_above_lowest_kcal_mol": 9.4,
  "species": ["O", "H", "C", "N", "C", "N", "N", "H", "C", "H", "C", "C", "C", "H", "C", "H", "H", "H", "H", "H", "H", "H", "H", "C", "C", "C", "C", "C", "C", "Cl", "H", "H", "H", "H"],
  "coordinates": [[-0.38552, -2.64842, 0.44400], [0.27295, -3.25643, 0.08578], [-0.14791, -1.37906, -0.13041], [1.01231, -0.76028, 0.48746], [1.98956, -0.63746, -0.46862], [1.62103, -1.05787, -1.62084], [0.32618, -1.57706, -1.49338], [-0.27545, -1.26736, -2.24526], [3.36248, -0.13345, -0.18332], [3.78372, 0.14292, -1.15069], [3.44075, 1.05317, 0.79528], [2.14474, 1.86266, 0.86857], [1.13085, 1.28619, 1.86482], [0.14469, 1.70277, 1.64839], [1.06190, -0.24599, 1.82333], [0.16939, -0.59832, 2.34614], [1.93667, -0.67212, 2.32771], [1.40248, 1.57987, 2.88085], [1.70348, 1.90475, -0.12744], [2.36874, 2.88912, 1.16609], [4.25047, 1.70656, 0.46581], [3.70136, 0.70570, 1.79653], [3.95716, -0.96766, 0.20132], [-1.41159, -0.55053, 0.05374], [-2.41199, -1.01186, 0.90335], [-3.55949, -0.27624, 1.13104], [-3.72980, 0.94852, 0.50949], [-2.74894, 1.42772, -0.33790], [-1.59912, 0.68507, -0.56136], [-0.42109, 1.36399, -1.63909], [-2.86394, 2.37980, -0.83206], [-4.62172, 1.53186, 0.68006], [-4.31900, -0.66055, 1.79442], [-2.27087, -1.96867, 1.37828]],
  "forces_ev_per_angstrom": [[-0.439, -0.158, 0.411], [-0.011, 0.209, -0.125], [0.309, -0.193, -0.017], [-0.184, -0.134, -0.722], [-0.318, -0.269, -0.223], [0.671, 0.209, -0.507], [-0.011, 0.051, 0.392], [0.069, 0.066, 0.172], [0.147, -0.062, 0.070], [-0.011, -0.072, 0.040], [-0.070, 0.156, -0.054], [0.092, 0.039, 0.168], [0.007, -0.142, -0.149], [-0.040, 0.009, 0.068], [0.026, 0.269, 0.262], [0.148, -0.043, 0.042], [-0.154, 0.007, 0.074], [-0.030, 0.049, 0.058], [-0.009, 0.091, 0.028], [-0.028, 0.013, -0.067], [0.030, -0.063, 0.075], [0.089, 0.009, 0.023], [0.040, 0.020, -0.067], [0.024, -0.200, -0.020], [-0.016, 0.007, -0.034], [-0.053, 0.016, 0.063], [0.014, -0.017, 0.005], [0.029, 0.028, -0.037], [-0.166, -0.037, 0.103], [-0.002, 0.113, -0.071], [0.009, 0.073, -0.057], [-0.078, 0.055, 0.009], [-0.072, -0.033, 0.061], [-0.014, -0.068, 0.026]]
}

=====

Record 3
{
  "formula": "C50H82N8O11",
  "method": "wB97M-V/def2-TZVPD",
  "lumo_ev": [0.469, 0.469],
  "energy_ev": -87608.6905,
  "s2": 0.7698,
  "spin_multiplicity": 2,
  "charge": -1,
  "homo_lumo_gap_ha": [0.0772, 0.1995],
  "species": ["C", "C", "C", "O", "C", "N", "H", "H", "H", "H", "H", "H", "H", "H", "H", "H", "H", "C", "C", "C", "O", "C", "N", "H", "H", "H", "H", "H", "H", "H", "H", "H", "H", "H", "C", "C", "C", "O", "C", "N", "H", "H", "H", "H", "H", "H", "H", "H", "H", "H", "H", "C", "C", "C", "O", "C", "N", "H", "H", "H", "H", "H", "H", "H", "H", "H", "H", "H", "C", "C", "C", "O", "C", "N", "H", "H", "H", "H", "H", "H", "H", "H", "H", "H", "H", "C", "C", "C", "C", "C", "C", "H", "H", "H", "H", "H", "H", "C", "C", "C", "C", "C", "C", "H", "H", "H", "H", "H", "H", "C", "C", "C", "C", "C", "C", "N", "O", "O", "H", "H", "H", "H", "H", "C", "C", "C", "C", "C", "C", "N", "O", "O", "H", "H", "H", "H", "H", "C", "C", "C", "C", "C", "C", "N", "O", "O", "H", "H", "H", "H", "H"],
  "coordinates": [[-3.06994, -0.84343, -2.41929], [-3.00967, -2.10060, -3.32075], [-2.84322, -1.68170, -4.78475], [-3.89674, -0.75558, -5.30395], [-5.18727, -1.31463, -5.31751], [-1.79757, -2.74962, -2.95854], [-3.19508, -1.08005, -1.36267], [-3.88594, -0.16408, -2.66571], [-2.14487, -0.28969, -2.57963], [-3.88094, -2.74450, -3.20089], [-2.94402, -2.58590, -5.38505], [-1.89468, -1.19812, -5.01823], [-5.43052, -1.69431, -4.32516], [-5.21439, -2.20316, -5.94829], [-5.90087, -0.52662, -5.55816], [-1.53561, -3.49944, -3.58244], [-1.06261, -2.07621, -3.12122], [-4.01059, -4.50265, 6.80786], [-4.57158, -4.19581, 5.46140], [-3.65581, -3.26209, 4.54408], [-3.27357, -2.13536, 5.32651], [-2.75297, -1.18499, 4.50005], [-5.02869, -5.39500, 4.74542], [-4.61919, -5.33064, 7.17138], [-3.99136, -3.74058, 7.58695], [-3.01465, -4.89924, 6.61058], [-5.47280, -3.63891, 5.71783], [-4.40013, -3.02074, 3.78524], [-2.72616, -3.69002, 4.16895], [-2.09557, -0.55761, 5.10197], [-3.56270, -0.53906, 4.16063], [-2.01351, -1.50813, 3.76733], [-6.02119, -5.51392, 4.89005], [-4.66779, -6.31875, 4.93661], [-2.35153, -5.26214, 1.39145], [-1.39667, -5.78838, 0.37369], [-2.08259, -6.52420, -0.78662], [-1.12305, -6.94173, -1.73134], [-1.53163, -7.87549, -2.67750], [-0.78469, -4.60283, -0.13952], [-2.97957, -4.46999, 0.98383], [-1.76605, -4.67743, 2.10097], [-2.91189, -6.03283, 1.92073], [-0.72118, -6.43264, 0.93650], [-2.76910, -5.80875, -1.23933], [-2.77640, -7.27997, -0.41845], [-0.61498, -8.30460, -3.08211], [-2.02316, -7.25967, -3.43067], [-2.10258, -8.65599, -2.17456], [-0.35846, -4.77007, -1.03978], [-1.46851, -3.88293, -0.32455], [4.03947, 4.36245, -4.38521], [4.91694, 4.14037, -3.05840], [4.37741, 3.13058, -1.96947], [5.10221, 3.17391, -0.79081], [4.51302, 2.32272, 0.21212], [6.19932, 3.55533, -3.41533], [4.56562, 4.96185, -5.12816], [3.14749, 4.93203, -4.12432], [3.84484, 3.44191, -4.93550], [5.04924, 5.10249, -2.56350], [4.41325, 2.12412, -2.38643], [3.36844, 3.52022, -1.83434], [3.67332, 2.91139, 0.58152], [5.19608, 2.12841, 1.03903], [4.15556, 1.39809, -0.24107], [6.09700, 2.61994, -3.78230], [6.63426, 3.38896, -2.51909], [2.97215, -1.76023, 6.06719], [1.52827, -1.57907, 6.52000], [1.32827, -2.00849, 8.00868], [-0.05235, -1.82927, 8.37782], [-0.94178, -2.82606, 7.98420], [1.12737, -0.19697, 6.18538], [3.52097, -0.88056, 6.40348], [3.01578, -1.63172, 4.98567], [3.40206, -2.71996, 6.35391], [0.93851, -2.29750, 5.95067], [1.83594, -1.23056, 8.57893], [1.90974, -2.91439, 8.17999], [-0.64746, -3.86610, 8.12492], [-1.38976, -2.57558, 7.02260], [-1.80152, -2.81866, 8.65419], [1.32585, 0.02985, 5.22140], [0.19741, 0.11621, 6.42453], [-0.86406, 2.94171, 5.00608], [-2.20453, 2.98744, 4.69087], [-3.17024, 2.97621, 5.74647], [-2.83095, 3.00949, 7.08009], [-1.43330, 3.07774, 7.35228], [-0.50311, 2.93081, 6.39364], [-0.03545, 3.04800, 4.32160], [-2.48510, 3.01243, 3.64825], [-4.17126, 3.18737, 5.40038], [-3.61166, 3.06941, 7.82394], [-1.12811, 3.42388, 8.32872], [0.53657, 3.00654, 6.67600], [-2.19601, 4.61040, -2.44992], [-3.10409, 4.88086, -3.48803], [-2.78147, 4.59158, -4.78974], [-1.51722, 4.11157, -5.03374], [-0.48130, 4.06834, -4.11534], [-0.91144, 4.35427, -2.83540], [-2.45864, 4.68789, -1.40521], [-4.10213, 5.25587, -3.31575], [-3.49069, 4.61800, -5.60381], [-1.41844, 3.90318, -6.08883], [0.49455, 3.70517, -4.40212], [-0.26820, 4.11781, -2.00070], [1.41562, -0.62819, -1.90352], [1.13755, 0.65582, -1.52130], [0.57052, 0.94656, -0.25879], [0.18062, -0.17144, 0.50097], [0.39420, -1.47396, 0.11296], [0.99176, -1.75258, -1.11247], [-0.41768, 0.05356, 1.81444], [-1.37162, 0.84583, 1.98466], [0.06560, -0.69774, 2.73285], [2.02003, -0.79857, -2.78219], [1.42059, 1.50084, -2.13140], [0.34154, 1.98523, -0.07136], [0.10748, -2.20088, 0.85847], [1.15620, -2.77638, -1.41443], [3.11644, 8.89753, -1.82307], [3.57913, 7.58938, -1.82806], [3.17054, 6.64809, -0.89514], [2.01445, 6.91267, -0.06546], [1.44853, 8.22329, -0.11212], [2.08990, 9.21725, -0.84516], [1.36559, 5.85577, 0.69340], [1.39974, 4.65175, 0.40178], [0.75517, 6.26426, 1.69835], [3.51160, 9.64859, -2.49103], [4.32801, 7.38936, -2.58009], [3.60921, 5.66120, -0.89125], [0.57653, 8.50501, 0.45941], [1.55067, 10.14947, -0.92643], [5.14439, -2.62683, -9.12099], [4.42405, -3.41649, -8.23614], [3.79392, -2.79489, -7.12850], [3.78646, -1.43054, -6.98253], [4.53976, -0.65846, -7.84625], [5.00282, -1.24277, -8.99353], [3.06395, -0.79830, -5.80924], [3.27052, 0.33691, -5.52352], [2.31362, -1.60688, -5.19755], [5.44611, -3.04825, -10.06849], [4.44290, -4.48298, -8.40537], [3.26737, -3.41715, -6.42002], [4.67853, 0.41235, -7.86895], [5.40465, -0.61908, -9.77835]],
  "forces_ev_per_angstrom": [[-0.660, -0.175, -0.326], [-0.074, 2.129, -0.201], [-2.710, 0.765, -1.054], [1.468, -0.480, 0.510], [0.633, -0.323, 0.912], [1.228, -1.159, 0.566], [0.290, -0.221, -0.025], [-0.042, -0.095, -0.273], [0.089, 0.088, 0.211], [0.092, -0.084, 0.114], [0.291, -0.278, -0.266], [-0.080, 0.105, 0.336], [-0.315, 0.106, 0.292], [-0.305, 0.096, -0.602], [0.081, -0.240, -0.354], [-0.310, -0.466, -0.166], [0.385, 0.227, 0.413], [0.828, -1.312, 0.343], [0.355, 0.706, -0.347], [-1.735, -0.752, 2.070], [-0.838, -2.183, 0.303], [1.257, 2.438, 0.368], [-0.759, 0.215, -0.664], [0.071, -0.068, 0.395], [0.094, 0.288, -0.496], [0.352, -0.051, 0.602], [-0.143, 0.419, -0.727], [0.585, 0.451, -0.708], [-0.290, -0.605, -0.280], [-0.166, 0.390, 0.322], [0.193, 0.045, -0.815], [-0.584, -0.520, -0.608], [-0.100, 0.202, -0.153], [0.901, 0.372, 0.414], [-0.497, 0.373, 0.883], [-0.872, 0.001, -0.677], [-0.437, 0.425, 0.465], [0.807, 0.294, 1.663], [0.399, 0.612, 0.144], [1.678, 0.633, -0.473], [-0.605, -0.388, -0.282], [0.162, -0.342, 0.343], [-0.198, 0.178, -0.030], [0.495, -0.138, -0.495], [-0.080, 0.443, -0.307], [0.391, -0.924, -0.010], [-0.134, -0.096, -0.193], [-0.680, -0.873, -0.534], [-0.459, -0.109, -0.507], [0.248, -0.127, -0.076], [-0.235, 0.063, 0.021], [0.780, -0.062, 1.544], [-0.335, -1.729, -0.659], [-1.657, 1.952, -1.621], [1.117, -0.360, 0.567], [-0.446, 1.187, -0.452], [1.393, 0.888, -0.275], [0.458, 0.229, 0.399], [-0.272, -0.370, -0.080], [-0.398, -0.282, 0.429], [0.209, 0.015, -0.121], [-0.379, -0.227, -0.206], [-0.698, -0.697, 0.601], [-0.381, -0.380, 0.324], [0.256, 0.095, -0.346], [0.052, -0.190, 0.062], [-0.440, -0.093, -0.311], [0.587, 0.060, 0.144], [-0.332, 0.860, -0.242], [-0.490, -0.470, -0.167], [-0.040, 3.057, -1.389], [1.546, -0.920, 0.696], [-1.503, -0.023, 0.183], [0.678, -0.276, 0.874], [0.414, -0.301, 0.554], [-0.057, -0.432, -0.186], [0.116, 0.161, 0.037], [-0.306, -0.263, -0.258], [0.069, 0.015, 0.299], [-0.962, -0.728, 0.226], [0.854, -0.049, -0.599], [0.291, -0.558, -0.430], [-0.129, 0.553, 0.328], [-0.145, -0.147, -0.048], [-0.080, -0.441, 0.079], [0.322, -0.141, 1.806], [0.215, -0.353, 0.898], [0.329, 0.565, -1.509], [1.221, 0.247, -0.991], [-2.137, 0.110, 1.544], [0.616, 0.650, -2.117], [-0.292, -0.255, -0.506], [-0.289, 0.146, 0.029], [-0.437, -0.528, 0.313], [0.199, 0.149, 0.222], [0.125, -0.606, 0.394], [0.146, -0.052, -0.122], [-1.090, 1.215, -1.467], [-0.928, -0.071, 0.837], [0.230, -0.291, 0.748], [0.591, 0.337, -2.124], [-1.719, -0.062, -0.577], [1.678, -1.631, 1.951], [0.016, 0.139, -0.021], [-0.170, -0.056, 0.446], [-0.130, 0.269, 0.082], [0.854, -0.435, -0.166], [0.123, 0.196, 0.290], [0.648, 0.396, 0.086], [-0.190, -2.063, 0.530], [-0.038, 0.830, 1.406], [-0.785, -1.307, -1.310], [0.389, 2.350, -0.566], [0.103, -0.387, 0.029], [0.281, 1.850, -0.010], [-0.846, -0.931, 2.788], [2.545, -1.761, -0.594], [-1.428, 2.212, -2.049], [-0.283, -0.093, -0.302], [0.137, -0.025, -0.147], [0.045, 0.022, 0.731], [0.034, -0.513, -0.401], [0.111, 0.039, -0.047], [-1.485, 0.204, 1.893], [0.420, 0.659, 0.204], [-1.631, -0.138, 0.067], [0.155, -1.391, -0.469], [1.342, 0.102, 0.253], [-0.066, -1.145, -1.869], [1.254, 3.654, -1.048], [0.802, -2.165, -1.116], [-1.286, 0.452, 1.511], [-0.054, 0.014, -0.056], [0.314, -0.505, 0.077], [-0.096, -0.104, 0.095], [0.012, -0.363, 0.158], [0.292, 0.426, 0.177], [-2.294, 0.391, -0.550], [0.715, 0.871, 0.893], [-0.361, -1.532, -0.595], [0.674, 0.616, 0.764], [-0.830, 1.020, -0.875], [1.856, -0.827, -0.443], [-0.682, -3.552, 0.188], [0.003, 0.766, 0.078], [1.180, 1.972, -0.909], [0.556, -0.059, 0.088], [-0.302, -0.110, 0.428], [-0.120, 0.127, 0.038], [-0.570, 0.152, 0.850], [0.169, 0.168, 0.065]]
}